Molecular formula: H21O11
Method: DFT, ωB97M-V/def2-TZVPD

Cartesian coordinates (Å):
O: 0.274 2.983 0.283
H: -0.613 2.497 0.223
H: 0.724 2.636 -0.491
O: -1.196 1.965 -2.268
H: -0.776 1.385 -2.915
H: -1.305 1.336 -1.535
O: -1.301 -3.988 0.539
H: 1.114 3.169 2.548
H: 2.976 -1.975 -0.165
O: -1.534 1.168 0.398
H: -1.500 1.305 1.349
H: -1.153 -0.365 0.660
O: 2.079 -0.187 1.578
H: 3.497 0.771 0.036
H: -3.387 -0.940 -0.336
O: 3.081 -2.588 -0.895
H: 3.885 -2.362 -1.360
H: -2.960 0.545 0.091
O: -3.732 -0.058 -0.210
H: -0.496 -3.576 0.878
O: 1.714 2.877 3.233
H: -1.193 -3.827 -0.392
H: 2.148 2.146 2.833
O: -2.298 -0.551 -2.799
H: -2.796 -1.327 -3.044
H: -2.786 -0.049 -2.137
O: 3.837 0.116 -0.581
H: 1.164 -0.483 1.476
H: 3.034 -0.053 -1.089
O: -0.956 -1.262 1.111
H: 2.090 0.524 2.224
H: -1.637 -1.835 0.758

## Properties
Total charge: -1
HOMO energy (eV): -6.2
2S+1: 1
Maximum force (eV/A): 1.14
ΔE to the lowest compared entry with this formula, charge and spin (kJ/mol): 118.2
Gap between HOMO and LUMO (eV): 9.00